C8H10ClCuN2 as an isolated structure at a distorted geometry, computed with the ωB97M-V functional and the def2-TZVPD basis.

The orbital gap (spin up / spin down) comes out at 4.789 / 1.754 eV. Its highest occupied orbital energy (spin up / spin down) is -9.43 / -9.43 eV. The calculation puts the energy above the lowest of the compared OMol25 structures with the same formula, charge and spin at 21.22 kcal per mole. Its multiplicity is 2. Its net charge is +1.

```
22
Properties=species:S:1:pos:R:3:forces:R:3
Cu 0.46254 -12.34355 6.38497 -1.60 -0.80 -0.84
Cl -1.51946 -13.15327 5.18197 1.63 0.88 0.78
N -2.90904 -16.36844 6.12704 -0.46 0.71 -0.35
C -4.13282 -16.87420 6.48340 1.08 -0.64 0.20
C -3.91431 -18.21340 6.77811 -1.49 1.26 0.04
C -2.56576 -18.48160 6.54425 0.60 -1.14 0.33
C -1.94466 -17.33332 6.13851 -0.38 0.20 -0.03
H -2.78250 -15.41197 5.84287 0.25 -0.02 -0.03
H -4.99167 -16.22902 6.52717 -0.11 -0.11 0.05
H -4.69961 -18.84275 7.16512 0.22 -0.31 -0.11
H -2.13422 -19.45599 6.71865 0.27 0.15 -0.17
H -0.93988 -17.11550 5.82358 0.05 -0.06 0.08
N -1.85508 -8.35536 2.22762 0.71 -1.04 0.46
C -1.08144 -9.39951 2.65340 -0.58 1.20 -0.87
C -1.86314 -10.57939 2.54772 0.12 -0.69 -0.36
C -3.10291 -10.22245 2.07106 0.02 -0.87 0.48
C -3.09068 -8.84659 1.87691 0.66 1.76 0.02
H -1.46359 -7.43223 2.12267 -0.50 0.23 -0.07
H -0.04188 -9.21549 2.87220 0.02 -0.28 0.23
H -1.44625 -11.56682 2.68488 -0.32 -0.05 0.39
H -3.95884 -10.85880 1.91841 0.08 -0.06 -0.12
H -3.81391 -8.12789 1.52246 -0.29 -0.32 -0.08
```
Positions in Å, forces in eV/Å.

Results of the natural (NBO) charge analysis, in e, for atoms 1 through 8: 0.847, -0.829, -0.503, -0.084, -0.303, -0.304, -0.087, 0.414